--- a ---
# C2H6N4O2

A molecular structure, C2H6N4O2 (wB97M-V/def2-TZVPD, the Open Molecules 2025 dataset).

```
! wB97M-V def2-TZVPD RIJCOSX def2/J DEFGRID3
* xyz 0 1
C 0.494 0.812 -0.106
C -0.282 -0.984 -0.644
H -1.482 1.029 1.680
H -0.262 -0.089 2.028
H 1.427 1.545 1.491
H 2.349 0.719 -0.268
H -1.666 -1.008 -2.287
H -1.427 -2.555 -1.554
N -0.422 0.937 1.933
N 0.325 1.667 1.123
N 1.539 0.372 -0.876
N -1.082 -1.469 -1.472
O -0.604 0.450 -0.529
O 0.263 -1.595 0.335
*
```

Molecular weight, g mol⁻¹: 118.1
HOMO-LUMO gap, eV: 9.43

Atomic partial charges in e from the Löwdin method, atoms 1 to 2:
1. C -0.57
2. C -0.58


--- b ---
# C2H6N4O2

C2H6N4O2 in the gas phase (wB97M-V/def2-TZVPD, the Open Molecules 2025 dataset).

```
! wB97M-V def2-TZVPD RIJCOSX def2/J DEFGRID3
* xyz 0 1
C -0.245 0.544 -1.228
C -0.620 -0.560 -0.532
N 0.384 1.679 -0.804
N 1.080 -0.695 1.001
N 0.104 -1.212 0.359
N 0.375 2.355 0.301
O -0.379 -2.473 0.525
O -0.361 1.625 1.229
H -0.345 0.466 -2.229
H -1.395 -1.158 -0.961
H 0.824 2.261 -1.542
H 1.634 -1.457 1.428
H -1.286 -2.342 0.852
H 0.230 0.965 1.600
*
```

Molecular weight, g mol⁻¹: 118.1
HOMO-LUMO gap (alpha / beta), eV: 7.34 / 7.44

Atomic partial charges in e from the Löwdin method, atoms 1 to 2:
1. C -0.10
2. C -0.12


Which one sits at the top of the stability order? a does.


--- a ---
# C4H7O2

A gas-phase ion, C4H7O2 (charge -1) (wB97M-V/def2-TZVPD, the Open Molecules 2025 dataset).

```
! wB97M-V def2-TZVPD RIJCOSX def2/J DEFGRID3
* xyz -1 1
C 1.374 -0.840 -0.773
C 0.251 -0.617 0.239
C -0.275 0.816 0.206
C -1.766 0.910 0.579
O -2.037 1.510 1.664
O -2.583 0.330 -0.180
H 1.044 -0.501 -1.752
H 2.241 -0.243 -0.467
H 1.660 -1.891 -0.873
H -0.518 -1.360 0.005
H 0.483 -0.835 1.286
H 0.301 1.472 0.862
H -0.174 1.249 -0.796
*
```

Molecular weight, g mol⁻¹: 87.1
HOMO-LUMO gap, eV: 7.70
Structure (SMILES): CCCC(=O)[O-]

Atomic partial charges in e from the Löwdin method, atoms 1 to 2:
1. C -0.14
2. C -0.28


--- b ---
# C4H7O2

A gas-phase ion, C4H7O2 (charge -1) (wB97M-V/def2-TZVPD, the Open Molecules 2025 dataset).

```
! wB97M-V def2-TZVPD RIJCOSX def2/J DEFGRID3
* xyz -1 1
C -1.108 -1.372 -0.411
C -0.533 -0.216 0.408
C 0.436 0.669 -0.389
C 1.437 1.419 0.540
O 2.169 0.679 1.235
O 1.479 2.662 0.404
H -1.623 -1.019 -1.304
H -0.275 -1.999 -0.726
H -1.784 -2.008 0.163
H -1.302 0.404 0.888
H 0.072 -0.632 1.211
H 1.066 0.000 -0.990
H -0.033 1.413 -1.029
*
```

Molecular weight, g mol⁻¹: 87.1
HOMO-LUMO gap, eV: 7.82
Structure (SMILES): CCCC(=O)[O-]

Atomic partial charges in e from the Löwdin method, atoms 1 to 2:
1. C -0.14
2. C -0.28


Which one sits at the top of the stability order? b does.


--- a ---
# CH9N2O

2 unconnected molecules or ions with the total composition CH9N2O (wB97M-V/def2-TZVPD, the Open Molecules 2025 dataset).

```
! wB97M-V def2-TZVPD RIJCOSX def2/J DEFGRID3
* xyz 1 1
O -0.278 0.828 -2.353
H -1.065 0.935 -2.910
H -0.950 -1.099 -0.361
H 0.301 1.418 -2.851
N -0.904 -0.208 0.135
C 0.304 0.082 1.212
N 1.220 -0.935 1.069
H -1.744 -0.030 0.671
H -0.589 0.423 -0.625
H -0.284 0.093 2.152
H 0.755 1.069 1.044
H 2.190 -0.752 1.297
H 1.044 -1.825 1.520
*
```

Molecular weight, g mol⁻¹: 65.1
HOMO-LUMO gap, eV: 11.34

Atomic partial charges in e from the Löwdin method, atoms 1 to 2:
1. O -0.04
2. H 0.08


--- b ---
# CH9N2O

2 unconnected molecules or ions with the total composition CH9N2O (wB97M-V/def2-TZVPD, the Open Molecules 2025 dataset).

```
! wB97M-V def2-TZVPD RIJCOSX def2/J DEFGRID3
* xyz 1 1
N -0.793 1.802 1.594
H 0.193 2.003 1.661
H -0.984 1.698 2.591
H -0.572 0.342 0.014
H -1.414 2.426 1.109
N -0.310 -0.651 -0.094
C 0.867 -0.782 -1.022
O 0.603 -1.925 -1.726
H -0.332 -0.958 0.893
H -1.068 -1.215 -0.502
H 1.786 -0.787 -0.441
H 0.799 0.119 -1.630
H 1.226 -2.073 -2.447
*
```

Molecular weight, g mol⁻¹: 65.1
HOMO-LUMO gap, eV: 11.44

Atomic partial charges in e from the Löwdin method, atoms 1 to 2:
1. N 0.02
2. H 0.03


Which one sits at the top of the stability order? a does.


--- a ---
# C2H6FN

2 unconnected molecules or ions with the total composition C2H6FN (wB97M-V/def2-TZVPD, the Open Molecules 2025 dataset).

```
! wB97M-V def2-TZVPD RIJCOSX def2/J DEFGRID3
* xyz 0 1
C 1.149 0.017 0.218
C -0.223 -0.503 -0.016
N -1.367 0.360 0.323
F -2.412 -0.088 -0.332
H 1.091 0.469 1.143
H 1.980 -0.752 0.202
H 1.373 0.799 -0.492
H -0.367 -0.867 -0.964
H -0.406 -1.451 0.642
H -0.819 2.016 -0.725
*
```

Molecular weight, g mol⁻¹: 63.1
HOMO-LUMO gap (alpha / beta), eV: 9.51 / 9.78

Atomic partial charges in e from the Löwdin method, atoms 1 to 2:
1. C -0.12
2. C -0.34


--- b ---
# C2H6FN

C2H6FN in the gas phase (wB97M-V/def2-TZVPD, the Open Molecules 2025 dataset).

```
! wB97M-V def2-TZVPD RIJCOSX def2/J DEFGRID3
* xyz 0 1
C 0.515 -0.145 -1.012
C -0.484 -0.064 0.161
N 0.187 0.103 1.361
F -1.483 0.891 -0.151
H 0.928 0.781 -1.150
H 0.208 -0.631 -1.899
H 1.118 -0.938 -0.635
H -1.022 -1.099 0.036
H 0.572 1.021 1.199
H -0.537 0.081 2.090
*
```

Molecular weight, g mol⁻¹: 63.1
HOMO-LUMO gap, eV: 12.01
Structure (SMILES): C[C@@H](N)F

Atomic partial charges in e from the Löwdin method, atoms 1 to 2:
1. C -0.04
2. C -0.52


Which one sits at the top of the stability order? b does.


--- a ---
# C55H55N11

11 unconnected molecules or ions with the total composition C55H55N11 (wB97M-V/def2-TZVPD, the Open Molecules 2025 dataset).

```
! wB97M-V def2-TZVPD RIJCOSX def2/J DEFGRID3
* xyz 0 1
C -4.277 12.209 -3.443
C -4.511 11.018 -4.217
C -3.650 9.978 -3.901
N -2.548 10.042 -3.049
C -2.322 11.330 -2.523
C -3.184 12.448 -2.663
H -4.953 13.024 -3.658
H -5.338 10.917 -4.904
H -3.869 8.975 -4.238
H -1.393 11.417 -1.980
H -2.878 13.445 -2.385
C -0.772 6.922 -10.580
C -1.235 6.844 -11.928
C -2.048 5.763 -12.280
N -2.467 4.795 -11.395
C -2.103 4.983 -10.073
C -1.188 5.984 -9.656
H -0.154 7.775 -10.341
H -0.898 7.476 -12.736
H -2.389 5.539 -13.280
H -2.411 4.237 -9.355
H -0.863 6.009 -8.626
C 5.008 9.048 -0.330
C 4.980 9.647 -1.554
C 5.318 10.991 -1.661
N 5.808 11.707 -0.620
C 6.016 11.074 0.551
C 5.588 9.770 0.756
H 4.642 8.033 -0.304
H 4.476 9.194 -2.395
H 5.271 11.368 -2.671
H 6.406 11.626 1.393
H 5.737 9.296 1.715
C 3.026 -8.626 6.411
C 1.641 -8.692 6.113
C 0.930 -9.728 6.752
N 1.502 -10.704 7.448
C 2.833 -10.677 7.638
C 3.635 -9.678 7.107
H 3.614 -7.890 5.883
H 1.260 -7.982 5.394
H -0.145 -9.787 6.663
H 3.185 -11.341 8.413
H 4.666 -9.672 7.430
C -0.570 0.199 0.679
C -0.687 1.606 0.290
C -0.245 1.967 -0.958
N 0.163 1.049 -1.897
C 0.253 -0.224 -1.423
C -0.106 -0.731 -0.203
H -0.956 -0.085 1.646
H -1.230 2.332 0.876
H -0.251 3.006 -1.254
H 0.381 -0.959 -2.204
H -0.278 -1.774 0.016
C -5.102 -6.284 -8.518
C -4.489 -7.525 -8.693
C -3.471 -7.922 -7.819
N -2.969 -7.139 -6.828
C -3.585 -5.918 -6.675
C -4.599 -5.465 -7.466
H -5.912 -5.924 -9.134
H -4.745 -8.277 -9.425
H -3.140 -8.941 -7.951
H -3.420 -5.411 -5.735
H -5.003 -4.482 -7.274
C 1.835 1.434 7.070
C 1.738 0.186 7.672
C 0.506 -0.410 7.914
N -0.656 0.291 7.920
C -0.497 1.622 7.497
C 0.681 2.182 7.053
H 2.765 1.872 6.739
H 2.668 -0.363 7.697
H 0.457 -1.402 8.336
H -1.414 2.158 7.301
H 0.761 3.174 6.634
C 6.147 -8.576 -0.984
C 4.799 -8.606 -1.379
C 4.002 -9.607 -0.849
N 4.443 -10.516 0.025
C 5.814 -10.554 0.282
C 6.693 -9.612 -0.184
H 6.829 -7.908 -1.489
H 4.356 -7.902 -2.067
H 2.930 -9.608 -0.981
H 6.157 -11.448 0.780
H 7.767 -9.714 -0.234
C -4.955 -9.983 1.513
C -4.949 -8.617 1.559
C -5.581 -7.972 2.570
N -6.377 -8.607 3.536
C -6.448 -9.953 3.452
C -5.681 -10.685 2.515
H -4.377 -10.498 0.759
H -4.387 -7.917 0.959
H -5.586 -6.910 2.764
H -6.893 -10.378 4.339
H -5.801 -11.753 2.620
C 7.286 -1.933 2.396
C 7.916 -1.141 3.343
C 7.866 0.226 3.142
N 7.127 0.826 2.171
C 6.386 0.027 1.294
C 6.514 -1.366 1.339
H 7.280 -3.001 2.556
H 8.484 -1.678 4.088
H 8.345 0.864 3.870
H 5.887 0.499 0.461
H 6.000 -2.018 0.647
C -7.052 6.370 4.080
C -5.982 6.619 3.293
C -4.860 7.262 3.873
N -4.836 7.477 5.214
C -5.778 6.875 6.025
C -6.933 6.439 5.435
H -8.005 6.039 3.695
H -6.041 6.293 2.265
H -4.086 7.807 3.353
H -5.607 6.980 7.086
H -7.639 5.912 6.060
*
```

Molecular weight, g mol⁻¹: 870.1
HOMO-LUMO gap, eV: 9.95
Structure (SMILES): c1ccncc1.c1ccncc1.c1ccncc1.c1ccncc1.c1ccncc1.c1ccncc1.c1ccncc1.c1ccncc1.c1ccncc1.c1ccncc1.c1ccncc1

Atomic partial charges in e from the Löwdin method, atoms 1 to 2:
1. C -0.10
2. C -0.06


--- b ---
# C55H55N11

11 unconnected molecules or ions with the total composition C55H55N11 (wB97M-V/def2-TZVPD, the Open Molecules 2025 dataset).

```
! wB97M-V def2-TZVPD RIJCOSX def2/J DEFGRID3
* xyz 0 1
C 6.039 -3.014 -2.755
C 5.952 -1.874 -3.635
C 4.654 -1.364 -3.899
N 3.522 -1.824 -3.277
C 3.609 -2.828 -2.411
C 4.796 -3.556 -2.214
H 6.973 -3.475 -2.470
H 6.770 -1.325 -4.078
H 4.571 -0.588 -4.646
H 2.691 -3.141 -1.935
H 4.705 -4.486 -1.672
C 0.060 0.355 -0.945
C 0.169 -0.838 -0.268
C -0.971 -1.247 0.431
N -2.118 -0.537 0.601
C -2.015 0.722 0.141
C -1.022 1.186 -0.695
H 0.806 0.669 -1.660
H 1.023 -1.487 -0.390
H -0.906 -2.294 0.690
H -2.639 1.488 0.577
H -1.070 2.251 -0.869
C -6.514 3.123 -1.907
C -6.568 3.562 -3.259
C -5.478 3.116 -4.054
N -4.504 2.265 -3.580
C -4.578 1.779 -2.329
C -5.581 2.155 -1.471
H -7.268 3.398 -1.184
H -7.326 4.293 -3.501
H -5.376 3.522 -5.049
H -3.884 1.051 -1.935
H -5.624 1.788 -0.456
C -2.601 -5.870 1.102
C -3.139 -7.028 1.651
C -2.305 -7.924 2.345
N -0.971 -7.752 2.406
C -0.452 -6.618 1.846
C -1.220 -5.632 1.104
H -3.219 -5.133 0.611
H -4.198 -7.210 1.760
H -2.666 -8.846 2.775
H 0.627 -6.611 1.796
H -0.821 -4.780 0.573
C -4.324 6.412 0.931
C -3.832 6.565 2.235
C -3.444 5.391 2.902
N -3.575 4.165 2.310
C -4.172 4.070 1.088
C -4.568 5.167 0.351
H -4.650 7.254 0.338
H -3.470 7.540 2.527
H -2.820 5.520 3.774
H -4.238 3.099 0.619
H -4.898 5.030 -0.668
C 2.604 3.903 1.067
C 1.262 3.894 0.609
C 0.354 4.629 1.328
N 0.596 5.153 2.600
C 1.899 5.079 3.016
C 2.919 4.509 2.216
H 3.388 3.459 0.471
H 1.134 3.404 -0.346
H -0.685 4.608 1.034
H 2.132 5.588 3.940
H 3.921 4.453 2.614
C 3.594 -6.528 1.165
C 2.835 -7.070 0.108
C 1.987 -6.217 -0.585
N 1.758 -4.956 -0.257
C 2.464 -4.464 0.867
C 3.351 -5.223 1.613
H 4.270 -7.114 1.770
H 2.971 -8.091 -0.216
H 1.373 -6.542 -1.412
H 2.206 -3.464 1.182
H 3.983 -4.932 2.439
C -1.580 1.583 -6.985
C -0.383 2.175 -7.212
C 0.465 2.370 -6.073
N 0.088 2.079 -4.788
C -1.135 1.454 -4.607
C -2.047 1.304 -5.655
H -2.183 1.365 -7.854
H -0.014 2.304 -8.219
H 1.523 2.564 -6.173
H -1.443 1.099 -3.635
H -3.069 1.033 -5.438
C -0.612 -2.024 4.020
C 0.701 -2.311 3.614
C 1.532 -3.155 4.394
N 1.120 -3.540 5.637
C -0.231 -3.309 6.005
C -1.058 -2.574 5.224
H -1.223 -1.338 3.452
H 1.025 -1.732 2.762
H 2.529 -3.498 4.160
H -0.420 -3.724 6.984
H -2.073 -2.382 5.538
C -2.789 0.791 5.355
C -2.371 1.354 4.118
C -1.040 1.853 4.021
N -0.221 1.749 5.106
C -0.668 1.279 6.259
C -1.950 0.711 6.464
H -3.812 0.454 5.434
H -3.047 1.611 3.316
H -0.635 2.364 3.160
H 0.102 1.167 7.008
H -2.152 0.324 7.453
C 5.472 2.816 -4.433
C 6.571 2.111 -3.933
C 6.416 1.349 -2.770
N 5.199 1.253 -2.156
C 4.089 1.789 -2.744
C 4.264 2.527 -3.881
H 5.582 3.338 -5.372
H 7.593 2.189 -4.273
H 7.224 0.879 -2.228
H 3.082 1.644 -2.380
H 3.326 2.975 -4.172
*
```

Molecular weight, g mol⁻¹: 870.1
HOMO-LUMO gap, eV: 9.55
Structure (SMILES): c1ccncc1.c1ccncc1.c1ccncc1.c1ccncc1.c1ccncc1.c1ccncc1.c1ccncc1.c1ccncc1.c1ccncc1.c1ccncc1.c1ccncc1

Atomic partial charges in e from the Löwdin method, atoms 1 to 2:
1. C -0.04
2. C -0.07


Which one sits at the top of the stability order? b does.


--- a ---
# CH4O3

2 unconnected molecules or ions with the total composition CH4O3 (wB97M-V/def2-TZVPD, the Open Molecules 2025 dataset).

```
! wB97M-V def2-TZVPD RIJCOSX def2/J DEFGRID3
* xyz 0 1
O -1.987 0.728 0.784
C -0.985 0.901 0.063
O 0.000 0.000 0.000
H -0.770 1.756 -0.608
H 0.744 0.314 -0.583
O 1.576 -0.663 1.977
H 2.408 -0.198 2.221
H 1.250 -0.187 1.180
*
```

Molecular weight, g mol⁻¹: 64.0
HOMO-LUMO gap, eV: 11.31
Structure (SMILES): O=CO.O

Atomic partial charges in e from the Löwdin method, atoms 1 to 2:
1. O 0.06
2. C -0.33


--- b ---
# CH4O3

2 unconnected molecules or ions with the total composition CH4O3 (wB97M-V/def2-TZVPD, the Open Molecules 2025 dataset).

```
! wB97M-V def2-TZVPD RIJCOSX def2/J DEFGRID3
* xyz 0 1
O 0.514 1.527 0.261
C 0.258 2.181 1.250
O -0.762 1.727 2.063
H 0.831 2.847 1.848
H -1.403 0.990 1.954
O 0.032 -2.790 -2.137
H -0.294 -3.158 -3.055
H 0.824 -3.324 -2.183
*
```

Molecular weight, g mol⁻¹: 64.0
HOMO-LUMO gap, eV: 11.60
Structure (SMILES): O=CO.O

Atomic partial charges in e from the Löwdin method, atoms 1 to 2:
1. O 0.06
2. C -0.32


Which one sits at the top of the stability order? a does.


--- a ---
# C5H6NO3

A molecular structure, C5H6NO3 (wB97M-V/def2-TZVPD, the Open Molecules 2025 dataset).

```
! wB97M-V def2-TZVPD RIJCOSX def2/J DEFGRID3
* xyz -1 1
C 0.933 1.276 -0.876
C -1.975 0.078 0.100
C 1.095 1.464 0.620
C -0.150 -0.434 -0.049
C -0.081 -1.949 -0.101
N 0.305 0.218 -1.154
O -2.614 -0.875 0.528
O -1.975 1.250 -0.067
O 0.657 0.180 1.068
H 1.357 2.066 -1.486
H 2.171 1.815 0.849
H 0.382 2.227 0.830
H 0.978 -2.529 0.058
H -0.395 -2.393 -1.124
H -0.690 -2.394 0.803
*
```

Molecular weight, g mol⁻¹: 128.1
HOMO-LUMO gap, eV: 7.18

Atomic partial charges in e from the Löwdin method, atoms 1 to 2:
1. C -0.16
2. C -0.61


--- b ---
# C5H6NO3

A gas-phase ion, C5H6NO3 (charge -1) (wB97M-V/def2-TZVPD, the Open Molecules 2025 dataset).

```
! wB97M-V def2-TZVPD RIJCOSX def2/J DEFGRID3
* xyz -1 1
C -1.633 -0.449 -0.463
C -0.977 0.086 0.796
C 0.150 0.968 0.278
O -0.011 1.843 -0.616
O 1.316 0.962 1.169
C 1.551 0.149 0.048
O 2.281 0.658 -1.039
C 1.595 -1.268 0.256
N 1.367 -2.383 0.589
H -1.748 0.381 -1.257
H -0.816 -1.098 -0.905
H -2.560 -0.811 -0.293
H -1.619 0.451 1.453
H -0.459 -0.784 1.292
H 1.565 1.296 -1.308
*
```

Molecular weight, g mol⁻¹: 128.1
HOMO-LUMO gap, eV: 7.79
Structure (SMILES): CC[C@@]1([O-])O[C@@]1(O)C#N

Atomic partial charges in e from the Löwdin method, atoms 1 to 2:
1. C -0.09
2. C -0.16


Which one sits at the top of the stability order? a does.


--- a ---
# N2

2 unconnected molecules or ions with the total composition N2 (wB97M-V/def2-TZVPD, the Open Molecules 2025 dataset).

```
! wB97M-V def2-TZVPD RIJCOSX def2/J DEFGRID3
* xyz 0 1
N 0.000 0.000 0.972
N 0.000 0.000 -0.972
*
```

Molecular weight, g mol⁻¹: 28.0
HOMO-LUMO gap, eV: 7.93

The net atomic charges from Löwdin, expressed in e, are:
1. N 0.00
2. N 0.00


--- b ---
# N2

N2 in the gas phase (wB97M-V/def2-TZVPD, the Open Molecules 2025 dataset).

```
! wB97M-V def2-TZVPD RIJCOSX def2/J DEFGRID3
* xyz 0 1
N 0.007 -0.199 0.795
N -0.007 0.199 -0.795
*
```

Molecular weight, g mol⁻¹: 28.0
HOMO-LUMO gap, eV: 9.97
Structure (SMILES): N#N

The net atomic charges from Löwdin, expressed in e, are:
1. N 0.00
2. N 0.00


Which one sits at the top of the stability order? b does.